No. 1
9
Properties=species:S:1:pos:R:3:forces:R:3:nbo_charge:R:1 method="wB97M-V/def2-TZVPD" fmax_ev_per_a=6.39 homo_lumo_gap_ev=10.1
N 0.8530 -0.4546 -0.6606 -1.452 -5.944 -1.849 -0.8163
C 0.1357 0.1016 0.4006 3.192 4.348 0.690 -0.0130
N -1.1690 0.3082 -0.0290 -1.691 0.132 -0.084 -0.8446
H 1.7577 -0.7763 -0.3297 0.129 0.171 -0.109 0.3587
H 0.2721 -1.4594 -0.7965 2.099 2.906 -0.182 0.3201
H 0.8682 1.1437 0.3942 -2.097 -1.781 1.340 0.0951
H 0.1927 -0.4215 1.3562 -0.143 0.149 0.142 0.1597
H -1.7295 0.8423 0.6239 0.024 -0.037 -0.221 0.3681
H -1.1810 0.7161 -0.9590 -0.061 0.056 0.272 0.3722

No. 2
11
Properties=species:S:1:pos:R:3:forces:R:3:nbo_charge:R:1 method="wB97M-V/def2-TZVPD" fmax_ev_per_a=4.51 homo_lumo_gap_ev=10.3
N -1.0713 -0.7218 0.2855 2.336 2.954 1.168 -0.8290
C -0.2870 0.1789 0.9618 2.907 0.306 0.976 0.7795
N 1.0853 0.1487 0.6866 0.432 2.084 2.874 -0.8810
O -0.5836 0.9663 1.8729 -1.297 -1.498 -1.603 -0.6532
H -0.8193 -1.4045 -0.3300 1.355 -1.740 -1.615 0.3942
H -1.9540 -0.6962 0.5772 -4.358 -0.065 1.170 0.3877
H 1.7231 -0.2820 0.0842 -0.084 -1.214 -1.473 0.3996
H 1.6110 0.6702 1.4480 -1.274 -0.824 -1.574 0.4018
O 0.6877 -0.2867 -2.9209 0.762 0.057 0.235 -0.9345
H 0.2727 -0.9483 -3.4557 -0.231 -0.640 -0.598 0.4654
H -0.0421 0.1616 -2.5153 -0.547 0.579 0.440 0.4695

No. 3
11
Properties=species:S:1:pos:R:3:forces:R:3:nbo_charge:R:1 method="wB97M-V/def2-TZVPD" fmax_ev_per_a=4.95 homo_lumo_gap_ev=10.5
N -1.0933 1.5288 1.2076 0.838 -0.156 -1.406 -0.8826
C -0.4374 0.7028 0.1990 -3.238 0.571 3.700 0.7899
N -0.1895 -0.5238 0.6869 0.999 -3.723 0.786 -0.8700
O -0.4136 1.0237 -0.9388 0.951 0.867 -1.981 -0.6150
H -0.9702 1.3366 2.1869 0.345 -0.117 -0.035 0.3711
H -1.0269 2.5095 0.9754 -0.129 -0.077 0.059 0.3858
H -0.5328 -1.0172 1.5536 0.413 1.833 -1.374 0.4019
H 0.2379 -1.2051 0.0439 -0.305 0.972 0.452 0.4137
O 1.5184 -1.2998 -1.5220 0.238 -1.562 -4.344 -0.9413
H 2.1430 -1.3194 -2.3501 -1.044 0.426 2.637 0.4788
H 0.7644 -1.7360 -2.0425 0.932 0.965 1.505 0.4676

No. 4
10
Properties=species:S:1:pos:R:3:forces:R:3:nbo_charge:R:1 method="wB97M-V/def2-TZVPD" fmax_ev_per_a=7.04 total_charge=+1 homo_lumo_gap_ev=11.0
N -0.1688 1.0347 -0.9171 2.785 -1.158 1.975 -0.8809
C 0.1450 -0.0433 -0.0015 -2.759 0.400 1.035 0.6987
N 0.3086 0.2526 1.3107 1.875 6.113 -2.957 -0.7131
N -0.1852 -1.3023 -0.4154 -0.203 1.169 1.811 -0.7343
H -1.0814 1.0318 -1.3243 -0.103 -0.053 -0.511 0.4252
H 0.6463 1.4659 -1.3839 -1.157 -0.280 0.240 0.4404
H 0.4351 -0.3261 2.0680 0.411 -2.220 1.527 0.4261
H 0.6417 1.3412 1.5674 -1.402 -3.925 -1.183 0.4619
H -0.9190 -1.0783 -1.1189 0.711 -1.794 0.286 0.4346
H -0.2748 -2.0698 0.3536 -0.158 1.748 -2.224 0.4415

No. 5
10
Properties=species:S:1:pos:R:3:forces:R:3:nbo_charge:R:1 method="wB97M-V/def2-TZVPD" fmax_ev_per_a=9.79 s_squared=2.01 total_charge=+1 multiplicity=3 homo_lumo_gap_ev="6.7 / 10.5"
C 2.0317 0.3025 0.0629 2.046 4.424 0.116 -0.1566
N 0.7770 -0.0829 0.0785 -5.739 -7.680 1.962 -0.3950
N -0.2606 0.6917 -0.1455 1.400 2.761 -0.406 -0.0018
N -1.5530 0.2130 0.0446 -0.778 -4.504 3.135 -0.5616
H 2.1420 1.2587 -0.2902 0.199 2.435 -0.545 0.1850
H 2.8973 -0.1917 -0.0286 2.261 -3.024 -0.113 0.2139
H 0.6065 -1.0679 0.4685 0.063 1.855 -0.686 0.3826
H -2.0921 0.2842 1.0536 2.075 -0.244 -2.109 0.4539
H -1.8101 -0.7697 -0.3628 0.811 1.500 0.824 0.4345
H -2.0199 0.8332 -0.5008 -2.337 2.478 -2.178 0.4450

No. 6
12
Properties=species:S:1:pos:R:3:forces:R:3:nbo_charge:R:1 method="wB97M-V/def2-TZVPD" fmax_ev_per_a=5.48 total_charge=+1 homo_lumo_gap_ev=10.2
C -0.9582 1.0699 -0.4297 2.398 -0.638 1.548 -0.0977
N 2.1615 0.6004 0.1058 2.256 2.112 0.111 -0.2477
N -1.4121 -0.0733 -0.0830 -0.649 -0.771 -0.106 0.3487
N 1.9153 -0.5671 -0.1006 -1.552 -0.461 0.676 -0.3301
O -2.6726 -0.3276 0.2059 -0.943 5.267 -1.180 -0.4581
O -0.7381 -1.2057 -0.0247 0.623 -0.313 0.154 -0.4782
H -1.5837 1.9464 -0.3394 -0.136 -0.124 -0.300 0.2673
H 0.2184 1.0629 -0.3705 -2.329 0.571 -0.795 0.2734
H 3.1885 0.9076 0.4338 -2.154 -1.324 -0.448 0.3517
H 0.2293 -0.9554 -0.0632 0.698 -0.292 -0.322 0.4925
H 2.5489 -1.2812 0.2105 1.449 -0.449 -0.097 0.3527
H -2.8973 -1.1769 0.4552 0.339 -3.577 0.758 0.5255

No. 7
13
Properties=species:S:1:pos:R:3:forces:R:3:nbo_charge:R:1 method="wB97M-V/def2-TZVPD" fmax_ev_per_a=4.90 homo_lumo_gap_ev=9.5
N 1.3590 1.2271 -0.2609 1.444 1.666 -3.142 -1.1669
P 0.0886 1.1831 -1.3410 0.757 2.818 -0.400 1.3621
N 0.2446 -0.4157 -1.6115 -0.942 -3.030 -0.905 -1.2148
O -1.0535 0.8800 -0.2831 -4.496 0.987 1.692 -1.0352
H 1.1552 0.7785 0.5304 -0.955 -2.738 3.808 0.3737
H 1.8883 2.0110 0.0074 0.480 1.397 -0.418 0.3898
H 1.1130 -0.5905 -2.0677 0.326 -0.873 -0.662 0.3949
H -0.6181 -0.8822 -1.9791 1.561 0.489 0.072 0.4011
H -1.9342 1.3509 -0.3298 1.772 -0.573 -0.068 0.5140
N -0.1633 -1.5120 1.2930 -1.000 -0.952 2.756 -0.7648
C -0.8688 -1.3772 2.2613 2.648 -0.787 -0.587 0.8410
O -1.1792 -1.4543 3.3765 -1.595 0.435 0.803 -0.5217
H -0.0316 -1.1988 0.4044 0.001 1.162 -2.949 0.4268

No. 8
12
Properties=species:S:1:pos:R:3:forces:R:3:nbo_charge:R:1 method="wB97M-V/def2-TZVPD" fmax_ev_per_a=4.08 homo_lumo_gap_ev=8.7
H 2.5795 -0.8508 -0.6688 -1.074 0.302 0.624 0.3709
N 1.5811 -0.7571 -0.3963 1.375 -0.615 -0.391 -0.7743
C 1.3509 -0.0913 0.6680 1.842 1.150 -0.373 0.3102
N 0.0897 0.1795 1.0763 0.325 1.730 3.679 -0.9358
P -1.4840 -0.1204 0.4493 0.056 -3.233 0.183 1.0439
N -0.9561 -0.6195 -1.0738 0.231 -0.261 -0.428 -1.2293
S -2.0491 1.8297 0.2793 -0.785 1.629 -1.278 -0.3737
H 2.2397 0.4389 1.1658 -1.622 -0.773 0.049 0.1701
H -0.0259 0.7517 1.9920 0.845 -1.397 -2.231 0.4123
H -1.2652 -1.5245 -1.4499 -0.361 0.698 0.629 0.3988
H 0.1002 -0.6915 -1.0180 -0.769 0.048 -0.649 0.4239
H -2.1610 1.4553 -1.0238 -0.063 0.722 0.187 0.1830

No. 9
11
Properties=species:S:1:pos:R:3:forces:R:3:nbo_charge:R:1 method="wB97M-V/def2-TZVPD" fmax_ev_per_a=3.99 total_charge=+1 homo_lumo_gap_ev=9.5
C 0.1223 -1.8840 1.2083 0.198 1.282 -0.132 0.2166
N -0.8676 -1.4312 0.5743 -0.257 -0.194 0.440 -0.7939
N 0.9382 0.8350 -1.0673 0.916 2.984 2.480 -0.6703
N -0.2787 1.0374 -0.2095 -0.628 -1.727 -2.785 -0.6407
S 1.5216 -1.9559 1.8247 -0.508 -0.727 -0.065 0.3938
H -1.8611 -1.5375 0.8744 1.166 -0.223 -0.340 0.4617
H -1.0956 1.4044 -0.7713 1.182 -0.281 0.772 0.3952
H 1.4617 1.7740 -1.1622 -1.310 -2.092 -0.173 0.3879
H 0.7287 0.4194 -1.9489 -0.657 0.007 -0.559 0.3847
H -0.1522 1.6535 0.5835 0.641 -0.012 -0.035 0.4135
H -0.5172 -0.3151 0.0940 -0.743 0.982 0.396 0.4516

No. 10
11
Properties=species:S:1:pos:R:3:forces:R:3:nbo_charge:R:1 method="wB97M-V/def2-TZVPD" fmax_ev_per_a=4.91 homo_lumo_gap_ev=10.0
H -1.3229 -1.7415 -0.2510 -0.391 -1.956 -0.250 0.3179
N -1.6661 -0.8187 -0.2145 0.829 1.265 0.306 -0.7362
C -0.5945 -0.1469 0.0389 -0.726 -1.451 -0.164 0.5259
N -0.6578 1.2305 -0.0418 -3.008 1.384 2.807 -0.8573
N 0.6219 -0.7340 0.3615 1.336 1.530 -0.441 -0.4973
N 1.8143 -0.0931 -0.3433 -4.146 2.378 -1.123 -0.6570
H -0.4671 1.5912 1.0155 -0.584 -0.663 -3.284 0.3889
H -1.7834 1.2526 -0.2414 3.431 0.845 0.683 0.4234
H 0.5678 -1.7174 0.1719 0.494 -0.311 -0.174 0.3673
H 2.3479 0.3830 0.3981 -0.525 -0.114 -0.339 0.3475
H 1.1400 0.7944 -0.8941 3.289 -2.906 1.979 0.3769

No. 11
11
Properties=species:S:1:pos:R:3:forces:R:3:nbo_charge:R:1 method="wB97M-V/def2-TZVPD" fmax_ev_per_a=5.53 homo_lumo_gap_ev=8.8
N -1.6457 -0.1238 1.6983 0.312 0.715 2.827 -0.6992
N -0.5121 0.1721 0.9218 -0.070 -0.855 -2.086 -0.3339
C -0.5794 -0.2604 -0.2978 1.272 0.902 2.215 0.1897
N 0.6470 -0.2763 -0.9973 0.716 -0.528 -5.461 -0.4694
N 1.7856 0.6200 -0.7531 -0.432 0.144 -0.301 -0.6635
H -1.6927 -1.1911 1.8788 0.308 2.538 0.211 0.3539
H -1.3925 0.5004 2.6113 -1.333 -2.827 -2.407 0.3717
H -1.5302 -0.7121 -0.7143 1.467 0.265 0.057 0.1823
H 0.5439 -0.5017 -2.1301 0.001 0.906 4.052 0.3442
H 2.7300 0.1961 -1.0291 -2.433 0.544 0.354 0.3725
H 1.6460 1.5768 -1.1885 0.191 -1.803 0.538 0.3518

No. 12
11
Properties=species:S:1:pos:R:3:forces:R:3:nbo_charge:R:1 method="wB97M-V/def2-TZVPD" fmax_ev_per_a=6.64 homo_lumo_gap_ev="9.3 / 9.3"
H -1.5555 -0.3789 -2.3559 0.135 0.784 -0.170 0.3290
N -1.4523 0.0199 -1.4159 6.376 -1.821 0.380 -0.5908
N 0.0057 -0.1867 -1.2629 -6.378 0.246 0.946 0.0185
N 0.3356 -0.1554 0.0224 0.275 -0.081 -1.963 -0.0654
C -0.5892 0.2299 1.0253 -3.020 1.690 0.572 -0.4892
N 1.6950 -0.1426 0.3167 1.232 1.261 -0.548 -0.6583
H -1.4911 0.7539 0.4496 2.148 -0.591 1.366 0.2707
H -1.1566 -0.6109 1.4942 0.895 0.243 -0.225 0.2194
H -0.1240 0.8993 1.8076 -0.408 -0.931 -1.025 0.2270
H 2.1838 -1.0379 0.1841 -0.763 0.474 -0.202 0.3725
H 2.1487 0.6096 -0.2651 -0.491 -1.275 0.868 0.3667

What did the eighth record say?
12
Properties=species:S:1:pos:R:3:forces:R:3:nbo_charge:R:1 method="wB97M-V/def2-TZVPD" fmax_ev_per_a=4.08 homo_lumo_gap_ev=8.7
H 2.5795 -0.8508 -0.6688 -1.074 0.302 0.624 0.3709
N 1.5811 -0.7571 -0.3963 1.375 -0.615 -0.391 -0.7743
C 1.3509 -0.0913 0.6680 1.842 1.150 -0.373 0.3102
N 0.0897 0.1795 1.0763 0.325 1.730 3.679 -0.9358
P -1.4840 -0.1204 0.4493 0.056 -3.233 0.183 1.0439
N -0.9561 -0.6195 -1.0738 0.231 -0.261 -0.428 -1.2293
S -2.0491 1.8297 0.2793 -0.785 1.629 -1.278 -0.3737
H 2.2397 0.4389 1.1658 -1.622 -0.773 0.049 0.1701
H -0.0259 0.7517 1.9920 0.845 -1.397 -2.231 0.4123
H -1.2652 -1.5245 -1.4499 -0.361 0.698 0.629 0.3988
H 0.1002 -0.6915 -1.0180 -0.769 0.048 -0.649 0.4239
H -2.1610 1.4553 -1.0238 -0.063 0.722 0.187 0.1830